[1]
149
Properties=species:S:1:pos:R:3 method="wB97M-V/def2-TZVPD" lumo_ha="-0.2829 / -0.4209" orbital_gap_ev="8.8 / 5.0" max_force_ev_per_a=2.78 charge=+4 homo_ev="-16.4769 / -16.4769" mol_weight_g_mol=759.3 s2=0.757 multiplicity=2
C -1.67 -1.53 1.64
C -0.96 -2.70 0.89
C -0.45 -3.83 1.91
N 0.42 -4.87 1.13
C 1.74 -4.24 0.60
C 0.73 -6.13 1.98
C 0.52 -7.31 1.07
C 0.11 -6.82 -0.24
C -0.45 -5.40 -0.03
H -2.60 -1.79 2.14
H -1.68 -0.71 0.92
H -0.96 -1.28 2.43
H -0.12 -2.24 0.38
H -1.67 -3.08 0.15
H -1.25 -4.40 2.38
H 0.15 -3.42 2.72
H 1.54 -3.64 -0.28
H 2.41 -5.07 0.36
H 2.16 -3.68 1.44
H 1.80 -6.16 2.15
H 0.28 -6.10 2.97
H 1.40 -7.96 0.97
H -0.20 -8.05 1.41
H 0.84 -6.72 -1.05
H -0.67 -7.49 -0.62
H -0.44 -4.84 -0.96
H -1.49 -5.38 0.30
C 6.30 1.79 2.51
C 5.44 3.00 2.83
C 4.07 2.95 2.08
N 3.03 4.09 2.29
C 2.32 3.84 3.63
C 2.02 4.23 1.14
C 1.54 5.67 1.29
C 2.53 6.56 1.98
C 3.64 5.54 2.34
H 6.67 1.80 1.48
H 5.94 0.79 2.77
H 7.16 1.99 3.15
H 6.02 3.88 2.57
H 5.27 3.23 3.88
H 3.60 1.98 2.24
H 4.23 3.04 1.00
H 1.55 4.59 3.80
H 3.10 3.95 4.38
H 1.94 2.81 3.66
H 1.31 3.41 1.19
H 2.56 4.03 0.21
H 0.68 5.61 1.95
H 1.26 6.02 0.29
H 2.13 7.03 2.88
H 3.00 7.41 1.50
H 4.00 5.69 3.36
H 4.43 5.53 1.59
C -2.10 5.33 -0.22
C -2.47 4.22 0.72
C -2.19 4.51 2.27
N -2.76 3.39 3.21
C -4.32 3.40 3.25
C -2.27 3.59 4.67
C -2.45 2.22 5.26
C -2.04 1.20 4.21
C -2.17 1.95 2.92
H -2.40 6.33 0.08
H -2.41 5.16 -1.25
H -1.02 5.47 -0.17
H -1.86 3.35 0.50
H -3.46 3.85 0.48
H -2.68 5.45 2.53
H -1.12 4.52 2.49
H -4.72 2.54 3.77
H -4.76 3.44 2.25
H -4.57 4.29 3.83
H -2.76 4.42 5.19
H -1.19 3.74 4.73
H -3.46 1.89 5.52
H -1.85 2.11 6.17
H -2.69 0.33 4.30
H -1.01 0.85 4.27
H -2.94 1.49 2.31
H -1.24 2.02 2.36
C 3.58 0.81 -6.77
C 3.40 0.60 -5.28
C 4.50 -0.35 -4.77
N 4.48 -0.69 -3.26
C 4.55 0.65 -2.43
C 3.26 -1.51 -2.76
C 3.66 -2.97 -2.59
C 5.10 -3.14 -3.12
C 5.64 -1.65 -2.94
H 4.46 1.37 -7.06
H 2.69 1.33 -7.14
H 3.70 -0.18 -7.19
H 2.48 0.07 -5.05
H 3.41 1.54 -4.73
H 5.48 0.11 -4.88
H 4.41 -1.34 -5.22
H 3.54 1.05 -2.47
H 5.29 1.33 -2.85
H 4.93 0.38 -1.45
H 2.95 -1.00 -1.85
H 2.40 -1.25 -3.39
H 3.72 -3.01 -1.51
H 2.86 -3.63 -2.91
H 5.57 -3.96 -2.58
H 5.20 -3.51 -4.14
H 6.03 -1.40 -1.96
H 6.44 -1.53 -3.67
C -1.69 -0.51 -3.30
C -2.91 -1.44 -3.35
C -3.16 -2.13 -1.99
N -4.44 -2.99 -1.94
C -4.37 -4.14 -2.90
C -5.72 -2.18 -2.15
C -6.77 -3.00 -1.52
C -6.11 -3.71 -0.36
C -4.58 -3.41 -0.45
H -1.25 -0.25 -4.27
H -0.86 -1.08 -2.88
H -1.78 0.39 -2.69
H -2.81 -2.19 -4.14
H -3.80 -0.91 -3.68
H -3.08 -1.38 -1.20
H -2.29 -2.76 -1.83
H -3.47 -4.68 -2.61
H -4.34 -3.79 -3.93
H -5.22 -4.81 -2.78
H -5.80 -2.11 -3.24
H -5.64 -1.22 -1.63
H -7.22 -3.67 -2.25
H -7.57 -2.35 -1.18
H -6.34 -4.76 -0.50
H -6.56 -3.58 0.63
H -3.84 -4.07 0.01
H -4.49 -2.46 0.08
C -4.07 1.41 -1.09
C -4.86 0.98 0.08
O -4.57 -0.03 0.77
O -5.74 1.72 0.59
H -3.06 1.11 -0.81
H -4.20 2.46 -1.32
H -4.49 0.88 -1.95
C 0.79 1.10 -0.63
C 1.35 0.48 0.66
O 2.27 -0.40 0.60
O 0.99 1.07 1.72
H 0.60 2.17 -0.64
H -0.21 0.69 -0.79
H 1.26 0.75 -1.55

***

[2]
12
Properties=species:S:1:pos:R:3 method="wB97M-V/def2-TZVPD" lumo_ha=0.1171 relative_energy_kj_mol=70.5 orbital_gap_ev=5.4 max_force_ev_per_a=2.31 charge=-1 homo_ev=-2.2076 mol_weight_g_mol=127.3
C 2.06 -0.36 -0.29
S 3.42 0.70 -1.04
H 2.41 -0.50 0.71
H 2.00 -1.23 -0.96
H 1.15 0.18 -0.46
C -3.00 0.32 0.39
S -1.70 1.04 1.38
S -0.36 -0.52 1.58
H -3.83 1.02 0.28
H -2.69 0.03 -0.62
H -3.46 -0.55 0.91
H 4.01 -0.14 -1.89

***

[3]
12
Properties=species:S:1:pos:R:3 method="wB97M-V/def2-TZVPD" lumo_ha="-0.0611 / -0.0458" relative_energy_kj_mol=34.2 orbital_gap_ev="6.7 / 8.2" max_force_ev_per_a=2.57 homo_ev="-8.3918 / -9.4602" mol_weight_g_mol=213.5
C 0.88 1.30 0.63
C -0.70 0.99 -1.55
O 0.34 -2.46 0.15
P 0.23 2.37 -0.72
S -0.14 -3.73 0.70
Cl -0.38 1.35 1.98
Cl 0.45 -0.04 -2.46
Cl -0.38 -3.47 2.70
H 1.66 1.73 1.26
H 0.92 0.27 0.35
H -1.32 0.54 -0.74
H -1.57 1.15 -2.31

***

[4]
55
Properties=species:S:1:pos:R:3 method="wB97M-V/def2-TZVPD" lumo_ha=-0.0401 relative_energy_kj_mol=764.9 orbital_gap_ev=8.3 max_force_ev_per_a=5.46 homo_ev=-9.3473 mol_weight_g_mol=522.4
F 2.25 -3.01 2.90
C 3.54 -2.38 2.55
F 3.70 -1.19 3.41
F 4.60 -3.35 3.01
C 3.81 -2.15 0.96
F 4.10 -3.53 0.39
F 5.09 -1.39 0.70
C 2.54 -1.59 0.08
F 1.32 -2.49 0.18
F 2.98 -1.80 -1.36
C 2.20 0.00 0.27
F 3.10 0.70 1.26
F 2.59 0.65 -1.04
C 0.62 0.38 0.44
F 0.59 1.89 0.32
F -0.06 -0.08 -0.80
C -0.09 0.06 1.85
F 0.85 0.18 3.02
F -1.06 1.20 2.10
C -0.89 -1.31 2.08
C -1.88 -1.90 0.95
Si -3.47 -0.89 0.57
H -1.52 -1.20 3.09
H -0.09 -2.16 2.33
H -2.26 -2.96 1.35
H -1.38 -2.15 -0.10
H -4.45 -1.80 -0.05
H -4.05 -0.25 1.75
H -3.12 0.08 -0.50
C 6.00 0.79 -1.98
C 6.43 1.78 -3.04
C 6.83 0.87 -4.18
O 6.02 -0.31 -4.08
C 5.35 -0.30 -2.81
H 5.33 1.22 -1.23
H 6.88 0.40 -1.47
H 5.57 2.39 -3.34
H 7.23 2.45 -2.72
H 7.88 0.56 -4.09
H 6.69 1.33 -5.16
H 4.29 -0.08 -2.99
H 5.43 -1.28 -2.34
C -8.11 2.61 0.99
C -7.68 2.15 -0.38
C -6.72 1.03 -0.06
O -7.16 0.45 1.18
C -8.15 1.31 1.76
H -9.06 3.15 1.00
H -7.34 3.27 1.41
H -8.55 1.76 -0.92
H -7.23 2.94 -0.99
H -5.71 1.41 0.10
H -6.69 0.26 -0.83
H -9.12 0.82 1.66
H -7.94 1.45 2.83